1.
{
  "formula": "C32H41CuN3P2",
  "method": "ωB97M-V/def2-TZVPD",
  "charge": 2,
  "spin_multiplicity": 2,
  "orbital_gap_ev": [8.981, 6.914],
  "lumo_ha": [-0.1719, -0.2580],
  "symbols": ["Cu", "C", "C", "N", "C", "C", "N", "C", "C", "N", "H", "H", "H", "H", "H", "H", "H", "H", "H", "H", "H", "H", "H", "H", "H", "C", "P", "C", "C", "C", "C", "C", "C", "C", "C", "C", "C", "C", "C", "H", "H", "H", "H", "H", "H", "H", "H", "H", "H", "H", "H", "H", "C", "P", "C", "C", "C", "C", "C", "C", "C", "C", "C", "C", "C", "C", "H", "H", "H", "H", "H", "H", "H", "H", "H", "H", "H", "H", "H"],
  "coordinates": [[1.13058, 0.46738, 0.74000], [4.21069, 0.49430, 0.83616], [3.88041, 1.98948, 0.98538], [2.46620, 2.23199, 0.68795], [1.78245, 3.07407, 1.66737], [1.58470, 2.29561, 2.97456], [1.05600, 0.94777, 2.70571], [1.71713, -0.16430, 3.39381], [3.12958, -0.39264, 2.85350], [3.13585, -0.33122, 1.38597], [4.31405, 0.25726, -0.22079], [5.17281, 0.29421, 1.32089], [4.09927, 2.31990, 2.00101], [4.53819, 2.55754, 0.32212], [2.36548, 2.62097, -0.24592], [2.33483, 3.99945, 1.87444], [0.81086, 3.34398, 1.25005], [2.53593, 2.21749, 3.50017], [0.91250, 2.86396, 3.62282], [0.07441, 0.91996, 2.96084], [1.76457, -0.00108, 4.47630], [1.10959, -1.05460, 3.21208], [3.80129, 0.36983, 3.24666], [3.49750, -1.35460, 3.21968], [3.20260, -1.26918, 1.00080], [2.92658, -0.39901, -2.36607], [1.36168, -0.05639, -1.47223], [0.70641, 1.34157, -2.43882], [0.07397, 2.36293, -1.72797], [-0.33507, 3.51783, -2.36467], [-0.10429, 3.67206, -3.72457], [0.52813, 2.66494, -4.43650], [0.93904, 1.50591, -3.80183], [0.52177, -1.66050, -1.68036], [0.48902, -2.45461, -0.53648], [0.03097, -3.75718, -0.60406], [-0.41862, -4.26160, -1.81471], [-0.40656, -3.46496, -2.95055], [0.07171, -2.16595, -2.89565], [3.51163, 0.51594, -2.45154], [2.70632, -0.78998, -3.36049], [3.50435, -1.15808, -1.84266], [-0.10401, 2.22145, -0.66564], [-0.81758, 4.30446, -1.80393], [-0.42319, 4.57311, -4.22885], [0.72732, 2.79456, -5.48905], [1.42760, 0.73432, -4.37292], [0.82513, -2.03543, 0.40578], [0.01093, -4.37344, 0.28223], [-0.77510, -5.27951, -1.86821], [-0.75975, -3.86398, -3.88890], [0.07962, -1.55282, -3.78770], [-2.12402, 1.61475, 1.58164], [-1.41324, 0.14232, 0.72301], [-1.97154, -1.28992, 1.71396], [-2.07787, -1.23702, 3.10125], [-2.64285, -2.29635, 3.79005], [-3.06594, -3.42589, 3.10672], [-2.91308, -3.50510, 1.73033], [-2.37131, -2.44298, 1.03348], [-2.63295, 0.01859, -0.64472], [-3.95897, -0.15646, -0.24192], [-4.95579, -0.28332, -1.18621], [-4.65422, -0.22335, -2.53783], [-3.34661, -0.01622, -2.93828], [-2.33539, 0.09375, -1.99664], [-3.19229, 1.46587, 1.73763], [-1.99114, 2.47726, 0.92858], [-1.66016, 1.83257, 2.54084], [-1.75938, -0.35838, 3.64554], [-2.77102, -2.22691, 4.85899], [-3.51011, -4.24545, 3.64784], [-3.23617, -4.38616, 1.19688], [-2.28790, -2.49138, -0.04302], [-4.21266, -0.22039, 0.80826], [-5.97256, -0.42208, -0.85684], [-5.43860, -0.34111, -3.26813], [-3.11026, 0.05934, -3.98803], [-1.31947, 0.23089, -2.32857]]
}

2.
{
  "formula": "C32H42AsCl3N7OPbSSi3",
  "method": "ωB97M-V/def2-TZVPD",
  "charge": 1,
  "orbital_gap_ev": [5.763, 5.793],
  "lumo_ha": [-0.1631, -0.1619],
  "symbols": ["Pb", "S", "C", "N", "N", "C", "C", "C", "C", "C", "C", "N", "N", "C", "C", "C", "C", "C", "C", "H", "H", "H", "H", "H", "H", "H", "H", "H", "H", "H", "C", "C", "C", "C", "C", "N", "C", "O", "N", "C", "C", "C", "C", "N", "C", "C", "C", "H", "H", "H", "H", "H", "H", "H", "H", "H", "H", "H", "H", "H", "Cl", "Si", "Cl", "Cl", "C", "Si", "C", "C", "As", "Si", "C", "C", "C", "H", "H", "H", "H", "H", "H", "H", "H", "H", "H", "H", "H", "H", "H", "H", "H", "H", "H"],
  "coordinates": [[0.00902, -2.21425, -1.29648], [2.51102, -1.90245, -0.46368], [2.60422, -0.29845, 0.29122], [3.74342, 0.36675, 0.30722], [4.79782, -0.13995, -0.23208], [6.00222, 0.52435, -0.25938], [7.13202, -0.12935, -0.75548], [8.33772, 0.53995, -0.80388], [8.42682, 1.85395, -0.36268], [7.29742, 2.50955, 0.10752], [6.08522, 1.85515, 0.16562], [1.59382, 0.39175, 0.77442], [0.41602, -0.08525, 1.03922], [-0.61458, 0.85235, 0.84012], [-0.34118, 2.22315, 0.84582], [-1.33318, 3.12835, 0.52112], [-2.60008, 2.69135, 0.16462], [-2.87638, 1.33505, 0.16702], [-1.89838, 0.42005, 0.51102], [4.73632, -1.08565, -0.63828], [7.04972, -1.14975, -1.09918], [9.21022, 0.04495, -1.19878], [9.37192, 2.37145, -0.40528], [7.36602, 3.54315, 0.41272], [5.18712, 2.34385, 0.50732], [0.64932, 2.55855, 1.11282], [-1.11398, 4.18465, 0.51912], [-3.36118, 3.39625, -0.13198], [-3.86308, 0.98065, -0.09528], [-2.12638, -0.63555, 0.48432], [-0.43728, 5.80315, -5.27218], [-1.20868, 4.64025, -4.73438], [-2.39168, 4.23385, -5.33558], [-3.12028, 3.16645, -4.84918], [-2.66798, 2.47655, -3.73308], [-3.37078, 1.39865, -3.15968], [-4.62228, 0.98265, -3.48558], [-5.34478, 1.45345, -4.32768], [-5.12348, -0.07155, -2.69838], [-4.53058, -1.07425, -1.97358], [-5.32278, -1.87975, -1.13938], [-4.72808, -2.87025, -0.38468], [-3.35158, -3.04295, -0.45938], [-2.60118, -2.30395, -1.26388], [-3.16448, -1.36795, -2.01348], [-1.46498, 2.85085, -3.13938], [-0.75138, 3.92485, -3.63268], [-1.00918, 6.32765, -6.03258], [0.49122, 5.45495, -5.72238], [-0.18388, 6.50235, -4.47778], [-2.76048, 4.76995, -6.19638], [-4.04308, 2.87725, -5.32108], [-2.96848, 1.06445, -2.29508], [-6.12418, -0.16635, -2.82378], [-6.39048, -1.71665, -1.10468], [-5.31938, -3.50145, 0.25852], [-2.83488, -3.79585, 0.12002], [-2.50448, -0.85515, -2.69818], [-1.09318, 2.30545, -2.28138], [0.17052, 4.21885, -3.15148], [1.86582, -5.80675, -2.02438], [0.23952, -4.88915, -1.19048], [-1.40988, -5.87945, -1.93048], [0.27202, -5.47925, 0.79512], [3.71042, -2.92465, 2.23072], [1.99802, -2.53975, 2.98072], [2.22992, -1.02155, 4.12962], [1.46442, -4.16555, 3.81552], [0.00942, -1.89865, 1.54992], [-1.61158, -1.18365, 3.33792], [-1.52388, -2.44045, 4.77282], [-3.44628, -1.15665, 2.78152], [-1.19488, 0.56595, 3.99882], [4.31272, -3.41615, 2.99012], [4.24342, -2.03205, 1.91792], [3.64252, -3.59655, 1.38142], [3.14972, -1.12805, 4.69592], [1.42202, -0.90955, 4.84572], [2.31262, -0.09925, 3.55802], [2.19142, -4.44225, 4.57292], [1.44292, -4.96185, 3.07722], [0.48942, -4.12825, 4.28502], [-1.68668, -3.45515, 4.42292], [-2.30818, -2.21495, 5.48902], [-0.58178, -2.41035, 5.30812], [-3.66858, -1.85665, 1.98312], [-3.75638, -0.16725, 2.46232], [-4.06638, -1.43015, 3.62782], [-0.17678, 0.64605, 4.36492], [-1.85908, 0.80725, 4.82512], [-1.33248, 1.33435, 3.24442]]
}